# 1
DFT (wB97M-V/def2-TZVPD) results for 2 unconnected molecules or ions with the total composition C6H10O.

Geometry as XYZ:
```
17
Properties=species:S:1:pos:R:3:nbo_charge:R:1
C 1.470 -1.349 1.036 -0.395
C 0.430 -0.740 0.487 0.031
C -0.148 -0.721 -0.920 -0.474
C -1.167 0.302 -0.410 0.217
C -1.886 1.349 -1.123 -0.106
O -2.550 0.181 -0.644 -0.478
C -0.560 0.298 0.996 -0.474
H 1.778 -1.139 2.058 0.204
H 2.128 -1.991 0.454 0.205
H 3.296 0.513 0.420 -0.014
H 2.566 0.412 0.324 0.005
H 0.534 -0.350 -1.696 0.222
H -0.594 -1.663 -1.255 0.236
H -2.145 2.274 -0.606 0.182
H -1.799 1.424 -2.207 0.182
H -1.245 -0.048 1.776 0.236
H -0.111 1.249 1.309 0.222
```

Maximum force: 0.008 hartree/bohr
SMILES: C=C1CC2(CO2)C1.[H][H]
Charge: 0
HOMO-LUMO gap: 0.383 hartree
E_HOMO: -9.4 eV

=====

# 2
DFT (wB97M-V/def2-TZVPD) results for C6H10O in the gas phase at a distorted geometry.

Geometry as XYZ:
```
17
Properties=species:S:1:pos:R:3:nbo_charge:R:1
C 0.308 -1.463 -1.859 -0.650
C -0.125 -0.810 -0.592 0.013
C -0.578 -1.419 0.519 -0.505
C -0.056 0.668 -0.469 -0.498
C 0.638 1.230 0.799 -0.515
C -0.277 1.857 1.814 0.445
O -1.478 1.750 1.792 -0.526
H -0.415 -2.188 -2.239 0.226
H 1.230 -1.972 -1.586 0.237
H 0.540 -0.733 -2.643 0.220
H -1.121 0.283 -0.721 0.329
H -1.140 -0.905 1.300 0.217
H -0.373 -2.460 0.663 0.199
H 0.025 1.333 -1.314 0.224
H 1.426 1.980 0.571 0.230
H 1.168 0.418 1.340 0.249
H 0.227 2.430 2.624 0.105
```

Maximum force: 0.065 hartree/bohr
SMILES: C=C(C)CCC=O
Charge: 0
HOMO-LUMO gap: 0.335 hartree
E_HOMO: -8.1 eV

=====

# 3
DFT (wB97M-V/def2-TZVPD) results for 2 unconnected molecules or ions with the total composition C6H10O at a distorted geometry.

Geometry as XYZ:
```
17
Properties=species:S:1:pos:R:3:nbo_charge:R:1
C 3.130 -0.007 -0.215 -0.465
C 1.965 0.599 0.075 -0.233
C -2.177 -0.381 -0.210 -0.427
C -1.589 0.837 0.478 -0.447
C -0.868 0.166 -0.681 -0.293
C 0.349 -0.773 -0.519 0.211
O 0.111 -1.856 0.304 -0.710
H 4.040 0.588 0.007 0.182
H 3.365 -0.975 -0.469 0.196
H 1.806 1.588 0.522 0.194
H -2.316 -1.403 0.252 0.223
H -3.141 -0.095 -0.794 0.210
H -2.244 1.659 0.264 0.219
H -1.455 0.861 1.551 0.222
H -0.808 0.676 -1.729 0.237
H 0.891 -1.020 -1.411 0.195
H -0.256 -1.673 1.180 0.486
```

Maximum force: 0.090 hartree/bohr
Charge: 0
HOMO-LUMO gap: 0.338 hartree
E_HOMO: -8.3 eV

=====

# 4
DFT (wB97M-V/def2-TZVPD) results for C6H10O in the gas phase at a distorted geometry.

Geometry as XYZ:
```
17
Properties=species:S:1:pos:R:3:nbo_charge:R:1
C 1.686 -0.019 -1.073 -0.608
C 0.404 0.001 -0.319 -0.006
C -0.769 -1.012 -0.480 -0.420
C -1.223 0.032 0.515 0.286
O -2.228 0.020 1.454 -0.696
C -0.651 1.147 -0.332 -0.420
C 0.302 -0.097 1.195 -0.516
H 1.484 0.064 -2.143 0.214
H 2.320 0.816 -0.762 0.214
H 2.220 -0.955 -0.883 0.214
H -0.629 -2.022 -0.081 0.203
H -1.265 -1.014 -1.454 0.203
H -1.361 -0.059 1.967 0.514
H -0.403 2.072 0.200 0.203
H -1.135 1.338 -1.293 0.203
H 0.713 0.751 1.774 0.206
H 0.613 -1.057 1.650 0.206
```

Maximum force: 0.069 hartree/bohr
Charge: 0
HOMO-LUMO gap: 0.398 hartree
E_HOMO: -10.0 eV

=====

# 5
DFT (wB97M-V/def2-TZVPD) results for C6H10O in the gas phase.

Geometry as XYZ:
```
17
Properties=species:S:1:pos:R:3:nbo_charge:R:1
O -2.264 0.736 2.197 -0.526
C -2.306 -0.259 1.503 0.449
C -1.175 -0.729 0.610 -0.510
C 0.099 0.089 0.776 -0.402
C 1.056 -0.250 -0.335 -0.224
C 0.801 0.298 -1.725 -0.430
C 1.958 0.786 -0.934 -0.414
H -3.221 -0.892 1.475 0.104
H -1.009 -1.802 0.789 0.223
H -1.529 -0.651 -0.418 0.232
H 0.560 -0.085 1.759 0.216
H -0.161 1.155 0.744 0.218
H 1.449 -1.267 -0.302 0.209
H 0.939 -0.381 -2.562 0.216
H -0.050 0.971 -1.837 0.209
H 2.964 0.486 -1.205 0.216
H 1.887 1.794 -0.535 0.214
```

Maximum force: 0.019 hartree/bohr
SMILES: O=CCCC1CC1
Charge: 0
HOMO-LUMO gap: 0.396 hartree
E_HOMO: -9.7 eV

=====

# 6
DFT (wB97M-V/def2-TZVPD) results for a molecular structure, C6H10O at a distorted geometry.

Geometry as XYZ:
```
17
Properties=species:S:1:pos:R:3:nbo_charge:R:1
C -2.086 -1.180 0.250 -0.246
O -0.991 -0.465 0.760 -0.539
C -0.660 0.634 -0.055 -0.071
C 0.591 1.345 0.379 -0.402
C 1.677 0.275 0.506 -0.404
C 1.309 -0.478 -0.781 -0.582
C 0.090 0.234 -1.262 0.137
H -2.262 -2.043 0.891 0.194
H -1.898 -1.520 -0.768 0.171
H -2.978 -0.555 0.240 0.168
H -1.515 1.297 -0.236 0.185
H 0.498 2.172 1.061 0.238
H 2.685 0.699 0.455 0.215
H 1.585 -0.311 1.426 0.221
H 2.040 -0.428 -1.578 0.223
H 1.109 -1.526 -0.636 0.254
H 0.808 1.851 -0.653 0.239
```

Maximum force: 0.034 hartree/bohr
Charge: 0
HOMO-LUMO gap: 0.308 hartree
E_HOMO: -8.0 eV

=====

# 7
DFT (wB97M-V/def2-TZVPD) results for C6H10O in the gas phase.

Geometry as XYZ:
```
17
Properties=species:S:1:pos:R:3:nbo_charge:R:1
C -1.559 -0.473 -0.598 -0.418
C -0.716 -1.074 0.518 -0.100
O 0.601 -1.403 -0.009 -0.446
C 1.641 -0.640 0.159 0.386
C 1.844 0.549 0.849 -0.537
C 0.819 1.284 1.466 -0.260
C -0.940 0.756 -1.265 -0.610
H -2.528 -0.213 -0.153 0.217
H -1.752 -1.247 -1.351 0.200
H -0.592 -0.380 1.349 0.250
H -1.117 -2.040 0.838 0.190
H 2.488 -1.082 -0.371 0.182
H 0.114 0.587 -1.503 0.199
H 2.898 0.849 0.811 0.190
H 1.282 2.180 1.922 0.119
H -1.450 0.980 -2.207 0.209
H -0.983 1.631 -0.612 0.229
```

Maximum force: 0.008 hartree/bohr
Charge: 0
HOMO-LUMO gap: 0.276 hartree
E_HOMO: -7.8 eV

=====

# 8
DFT (wB97M-V/def2-TZVPD) results for 2 unconnected molecules or ions with the total composition C6H10O.

Geometry as XYZ:
```
17
Properties=species:S:1:pos:R:3:nbo_charge:R:1
C 0.946 -0.088 -0.517 -0.579
C -0.197 0.497 -1.315 0.329
O -1.073 1.133 -0.591 -0.472
C -0.957 1.351 0.851 -0.145
C -1.038 0.089 1.671 -0.247
C -0.468 -1.079 1.371 -0.147
C 0.414 -1.348 0.185 -0.442
H 1.382 0.580 0.243 0.210
H 1.741 -0.395 -1.204 0.231
H 1.478 0.559 -3.843 -0.049
H 0.847 0.472 -3.459 0.026
H -0.052 1.940 1.033 0.198
H -1.806 1.999 1.069 0.210
H -1.677 0.163 2.550 0.215
H -0.682 -1.951 1.992 0.210
H -0.138 -1.976 -0.529 0.227
H 1.278 -1.945 0.492 0.226
```

Maximum force: 0.009 hartree/bohr
Charge: 0
HOMO-LUMO gap: 0.331 hartree
E_HOMO: -8.1 eV

=====

# 9
DFT (wB97M-V/def2-TZVPD) results for C6H10O in the gas phase at a distorted geometry.

Geometry as XYZ:
```
17
Properties=species:S:1:pos:R:3:nbo_charge:R:1
C 0.166 0.677 -2.033 -0.616
C 1.032 0.039 -0.879 -0.230
C 1.384 -0.189 0.863 -0.367
C 0.205 -0.644 0.128 -0.282
C -0.959 0.250 0.539 -0.500
C -1.442 -0.366 1.825 0.449
O -2.045 -1.412 1.847 -0.522
H -0.488 1.525 -1.816 0.211
H -0.524 -0.131 -2.364 0.210
H 0.753 0.922 -2.927 0.220
H 1.966 -0.297 -1.281 0.222
H 1.988 -1.020 1.273 0.220
H 1.427 0.660 1.523 0.204
H -0.032 -1.700 0.051 0.225
H -1.740 0.287 -0.220 0.232
H -0.567 1.264 0.707 0.216
H -1.123 0.133 2.766 0.109
```

Maximum force: 0.031 hartree/bohr
SMILES: C[C@H]1C[C@H]1CC=O
Charge: 0
HOMO-LUMO gap: 0.355 hartree
E_HOMO: -8.7 eV

=====

# 10
DFT (wB97M-V/def2-TZVPD) results for C6H10O in the gas phase.

Geometry as XYZ:
```
17
Properties=species:S:1:pos:R:3:nbo_charge:R:1
C -1.587 -0.157 -0.070 -0.411
C -0.644 -1.263 0.400 -0.070
O 0.407 -1.435 -0.531 -0.541
C 1.605 -0.738 -0.242 -0.105
C 1.456 0.634 0.377 -0.228
C 0.395 1.431 0.244 -0.181
C -0.817 1.073 -0.586 -0.453
H -2.260 0.113 0.754 0.202
H -2.208 -0.543 -0.888 0.207
H -0.248 -1.038 1.400 0.172
H -1.183 -2.215 0.461 0.188
H 2.243 -1.356 0.410 0.172
H 2.123 -0.654 -1.207 0.199
H 2.299 0.964 0.984 0.208
H 0.397 2.393 0.754 0.206
H -0.482 0.863 -1.608 0.218
H -1.495 1.929 -0.650 0.215
```

Maximum force: 0.004 hartree/bohr
SMILES: C1=CCOCCC1
Charge: 0
HOMO-LUMO gap: 0.377 hartree
E_HOMO: -9.1 eV

=====

# 11
DFT (wB97M-V/def2-TZVPD) results for C6H10O in the gas phase.

Geometry as XYZ:
```
17
Properties=species:S:1:pos:R:3:nbo_charge:R:1
C 0.159 -2.548 0.787 -0.633
C 0.129 -1.042 0.928 -0.020
C 0.083 -0.432 2.107 -0.390
C -0.157 1.759 -1.803 -0.104
O -0.709 3.058 -1.614 -0.712
C 0.010 1.018 -0.510 -0.166
C -0.014 -0.305 -0.351 -0.229
H 0.646 -2.862 -0.128 0.209
H -0.878 -2.884 0.734 0.222
H 0.639 -3.020 1.642 0.219
H 0.252 -0.902 3.065 0.199
H -0.171 0.629 2.154 0.189
H -0.837 1.278 -2.511 0.192
H 0.767 1.798 -2.392 0.170
H -0.071 3.631 -1.167 0.464
H 0.066 1.707 0.329 0.192
H 0.086 -0.884 -1.271 0.197
```

Maximum force: 0.018 hartree/bohr
SMILES: C=C(C)/C=C/CO
Charge: 0
HOMO-LUMO gap: 0.349 hartree
E_HOMO: -8.6 eV

=====

# 12
DFT (wB97M-V/def2-TZVPD) results for 2 unconnected molecules or ions with the total composition C6H10O.

Geometry as XYZ:
```
17
Properties=species:S:1:pos:R:3:nbo_charge:R:1
C -0.315 1.153 -1.596 -0.628
C 0.099 -0.115 -0.871 0.088
O 1.427 0.087 -0.263 -0.497
C 1.188 0.324 1.055 0.186
C 0.008 -0.133 1.501 -0.190
C -1.384 0.354 1.369 -0.379
C -0.776 -0.549 0.299 -0.292
H 0.446 1.463 -2.320 0.222
H -0.474 1.973 -0.885 0.208
H -1.255 0.963 -2.124 0.218
H 0.224 -0.943 -1.577 0.203
H 1.964 -2.996 0.119 -0.007
H 1.985 0.848 1.577 0.202
H 1.765 -2.308 0.311 0.004
H -1.514 1.421 1.187 0.217
H -2.184 -0.096 1.957 0.224
H -1.164 -1.569 0.276 0.221
```

Maximum force: 0.005 hartree/bohr
SMILES: C[C@H]1OC=C2C[C@H]21.[H][H]
Charge: 0
HOMO-LUMO gap: 0.336 hartree
E_HOMO: -8.2 eV